A:
Formula: C10H20Cl10
Source: the OMol25 dataset
Level of theory: wB97M-V/def2-TZVPD

Summary:
SMILES: ClCCCl.ClCCCl.ClCCCl.ClCCCl.ClCCCl
LUMO (hartree): 0.0189
Total charge: 0

CARTESIAN COORDINATES (ANGSTROEM)
1 H 3.3875 -16.8713 -6.4251
2 Cl -0.0217 -19.0709 -1.2684
3 H 3.1637 -16.8762 -8.7753
4 C 0.2878 -20.5479 -3.4774
5 H -0.6981 -20.9655 -3.3215
6 C -2.5439 -19.9858 1.0837
7 H -3.6849 -18.5269 0.2099
8 Cl -0.7947 -23.7556 -1.2034
9 H 1.6453 -17.5017 -8.2141
10 H 0.2660 -19.7777 -4.2466
11 H 4.4402 -18.1420 -7.1763
12 H -3.8019 -18.4938 2.0512
13 Cl 4.8909 -19.2025 -1.8530
14 H -4.4357 -23.6108 -1.9807
15 C 1.0289 -20.1501 -2.2205
16 H 4.1271 -21.0760 -4.1176
17 H -1.6598 -19.3554 1.0461
18 H 1.9968 -19.6902 -2.3477
19 H -3.7006 -23.2354 -0.4463
20 C -2.3941 -24.3331 -1.8134
21 C -3.7906 -19.0811 1.1426
22 H -2.4648 -25.3017 -1.3239
23 C 5.7709 -20.4108 -2.8415
24 Cl 4.0679 -22.4785 -2.1602
25 Cl 2.7249 -19.0887 -5.8904
26 C 4.8550 -21.4718 -3.4208
27 Cl -3.0940 -21.7301 -2.1565
28 H -2.3161 -24.5319 -2.8805
29 C 2.7111 -17.7199 -8.2514
30 C 3.4293 -17.8434 -6.9060
31 C -3.4892 -23.3585 -1.5064
32 H -2.6302 -20.6113 0.2034
33 H 6.1381 -19.8347 -3.6954
34 Cl -5.2390 -20.1163 0.9801
35 H 1.1121 -21.1052 -1.6970
36 Cl 2.7774 -19.1810 -9.2580
37 H 6.6447 -20.7235 -2.2809
38 Cl -2.4748 -21.0635 2.5011
39 Cl 1.2513 -21.8167 -4.3656
40 H 5.5800 -22.0932 -3.9567

---

B:
Formula: C10H20Cl10
Source: the OMol25 dataset
Level of theory: wB97M-V/def2-TZVPD

Summary:
SMILES: ClCCCl.ClCCCl.ClCCCl.ClCCCl.ClCCCl
LUMO (hartree): 0.0141
Total charge: 0

CARTESIAN COORDINATES (ANGSTROEM)
1 H 0.4043 -2.8316 -4.1485
2 H 1.5752 -0.8627 -5.0186
3 H -2.8074 -2.0262 -0.7477
4 C 0.9267 -0.7529 -4.1627
5 H -1.1222 -2.3673 -0.5648
6 Cl -2.4417 -0.1955 -2.2728
7 H 0.0718 -1.9927 -2.6562
8 Cl -2.2929 -4.2100 -1.3480
9 H -2.0612 0.0672 -0.0033
10 H -2.2185 2.3680 0.4474
11 Cl 0.8030 -0.6593 0.7074
12 C 1.0763 2.8271 3.3656
13 H -0.9106 0.9101 -1.0764
14 Cl 4.8860 0.0359 1.6989
15 H 0.0032 -0.5218 -4.6424
16 H 3.1707 -1.5044 2.0260
17 Cl 0.7572 3.5397 0.8238
18 Cl 2.3163 -2.6078 -2.6876
19 H -2.7215 2.7572 -1.2884
20 H 0.7249 2.9084 4.3755
21 C 3.1545 -0.3943 1.8582
22 C -2.6684 2.0284 -0.4883
23 H -1.1892 -3.4249 1.4072
24 Cl 2.9141 2.8845 3.5320
25 Cl -2.7007 -1.8502 2.1783
26 Cl -4.3671 1.7937 0.0129
27 H 2.3310 1.0117 0.2259
28 C 0.7525 -2.0376 -3.4709
29 H 2.9121 -0.6825 -0.2716
30 C -2.1842 -3.1378 1.0756
31 H 2.7665 0.2421 2.6464
32 H 0.9532 1.8560 2.9424
33 H 0.5488 4.8187 2.8854
34 H -0.6636 3.5946 2.6801
35 C 2.4679 -0.0610 0.5015
36 C -2.0875 -2.7572 -0.3935
37 C -1.9760 0.7565 -0.8517
38 C 0.3843 3.8159 2.5483
39 Cl 1.3301 0.6080 -3.1194
40 H -2.8180 -3.9455 1.2738

---

Out of the structures above, which one is the most stable? Solution: A.